Entry 1:
This record from OMol25 describes an isolated ion of composition C10H21N2OS and charge +1 at a distorted geometry. The level of theory is wB97M-V/def2-TZVPD.

CARTESIAN COORDINATES (ANGSTROEM)
C: 0.49 -0.33 2.39
N: -0.07 -0.61 1.33
C: -0.08 0.08 0.11
C: 0.87 0.88 -0.44
C: 2.33 0.78 -0.19
C: 2.87 1.81 0.82
C: 3.07 1.06 -1.52
C: 2.68 -0.64 0.36
O: -1.23 -0.10 -0.63
C: -2.44 -1.20 -0.36
C: -2.82 -1.37 -1.79
N: -1.81 -2.18 0.40
S: -3.53 -0.33 0.86
C: -4.02 1.17 -0.12
H: 1.05 0.52 2.67
H: 0.11 -0.86 3.30
H: -0.69 -1.40 1.31
H: 0.56 1.28 -1.39
H: 3.93 1.41 1.03
H: 2.47 1.83 1.83
H: 2.89 2.84 0.43
H: 2.61 0.44 -2.33
H: 2.94 2.15 -1.70
H: 4.18 0.90 -1.41
H: 2.59 -0.70 1.38
H: 3.70 -0.83 -0.01
H: 1.99 -1.23 -0.15
H: -2.75 -0.42 -2.39
H: -3.89 -1.73 -1.87
H: -2.19 -2.19 -2.22
H: -1.49 -3.01 -0.20
H: -2.30 -2.42 1.23
H: -3.81 1.92 0.65
H: -4.97 1.26 -0.51
H: -3.26 1.23 -0.87

Computed properties:
Gap between HOMO and LUMO   7.4 eV
Calculated total energy   -976.19831 Ha
Energy relative to the best compared isomer or geometry (same formula, charge and spin)   0.000 eV
Net charge   +1

---

Entry 2:
This record from OMol25 describes a 3-piece molecular cluster, C10H22B2N3O4P overall at a distorted geometry. The level of theory is wB97M-V/def2-TZVPD.

CARTESIAN COORDINATES (ANGSTROEM)
C: 5.68 0.55 2.51
B: 4.24 0.31 1.77
O: 4.23 -0.33 0.46
P: 2.54 0.77 2.55
O: 2.23 -0.99 2.72
C: 0.88 -1.11 3.17
N: -0.05 -1.20 3.94
B: 2.85 2.67 2.44
O: 2.03 3.50 1.55
O: 3.84 3.41 3.21
H: 5.72 1.58 3.02
H: 5.74 -0.23 3.37
H: 6.56 0.40 1.80
H: 3.70 0.22 -0.16
H: 2.52 0.86 4.01
H: 1.28 0.85 1.86
H: 1.43 2.93 1.02
H: 4.08 2.89 4.01
C: -3.03 -3.21 -0.62
C: -2.73 -3.09 0.87
C: -3.35 -1.84 1.50
C: -2.80 -0.61 0.84
N: -2.37 0.36 0.31
H: -2.61 -2.38 -1.19
H: -2.60 -4.13 -1.02
H: -4.11 -3.24 -0.80
H: -1.64 -3.08 1.01
H: -3.11 -3.98 1.38
H: -3.12 -1.81 2.57
H: -4.44 -1.86 1.39
C: -1.70 1.04 -5.50
C: -2.56 1.50 -4.32
C: -1.91 1.23 -2.96
C: -1.67 -0.24 -2.79
N: -1.49 -1.41 -2.66
H: -1.53 -0.04 -5.48
H: -2.19 1.28 -6.44
H: -0.73 1.54 -5.48
H: -3.53 0.99 -4.38
H: -2.76 2.57 -4.42
H: -2.56 1.58 -2.16
H: -0.95 1.76 -2.89

Computed properties:
Gap between HOMO and LUMO   9.3 eV
Calculated total energy   -1250.51339 Ha
Net charge   0

---

Entry 3:
This record from OMol25 describes a 2-piece molecular cluster, C10H22BFN2O5P overall at a distorted geometry. The level of theory is wB97M-V/def2-TZVPD.

CARTESIAN COORDINATES (ANGSTROEM)
C: 1.15 -1.42 3.06
B: 0.85 -1.29 1.53
O: 1.77 -1.67 0.61
C: -0.54 -0.69 0.90
P: -1.82 -0.64 2.35
O: -2.73 0.72 2.16
O: -2.86 -1.76 1.75
C: -1.11 -1.50 -0.22
C: -1.10 -3.02 -0.37
C: -2.08 -3.54 -1.40
F: 0.18 -3.41 -0.72
N: -1.68 -0.75 -1.10
C: -1.64 0.66 -0.68
O: -1.84 1.56 -1.71
C: -0.31 0.67 0.10
N: 0.74 0.48 -0.82
C: 1.48 1.39 -1.32
C: 1.64 1.47 -2.81
C: 2.26 2.38 -0.49
H: 2.24 -1.38 3.19
H: 0.71 -0.66 3.69
H: 0.84 -2.41 3.42
H: 2.16 -2.54 0.76
H: -2.21 1.52 2.28
H: -3.78 -1.55 1.95
H: -1.33 -3.43 0.61
H: -1.69 -3.32 -2.40
H: -2.21 -4.61 -1.28
H: -3.04 -3.04 -1.31
H: -2.11 -1.05 -1.97
H: -2.47 0.73 0.02
H: -2.36 2.29 -1.37
H: -0.21 1.56 0.75
H: 0.89 2.19 -3.14
H: 1.39 0.51 -3.26
H: 2.63 1.79 -3.12
H: 1.71 3.31 -0.31
H: 2.57 1.92 0.45
H: 3.15 2.68 -1.03
O: 3.39 5.03 0.20
H: 3.95 4.88 0.97
H: 3.40 5.99 0.08

Computed properties:
Gap between HOMO and LUMO   7.9 eV
Calculated total energy   -1345.82830 Ha
Net charge   +1

---

Entry 4:
This record from OMol25 describes C10H22Br12N3OP as an isolated structure at a distorted geometry. The level of theory is wB97M-V/def2-TZVPD.

CARTESIAN COORDINATES (ANGSTROEM)
O: -3.87 1.93 -4.00
P: -3.51 2.68 -2.83
N: -4.88 2.70 -1.81
C: -6.18 2.67 -2.42
C: -4.92 2.97 -0.39
N: -3.24 4.31 -3.00
C: -2.21 4.69 -3.98
C: -3.43 5.28 -2.05
N: -2.28 1.93 -1.91
C: -2.21 0.49 -1.70
C: -1.41 2.64 -1.07
H: -6.79 1.78 -2.24
H: -6.13 2.84 -3.50
H: -6.81 3.42 -1.95
H: -5.93 3.00 0.03
H: -4.39 3.90 -0.18
H: -4.40 2.16 0.13
H: -1.29 4.98 -3.48
H: -1.95 3.91 -4.68
H: -2.63 5.53 -4.54
H: -3.44 6.29 -2.47
H: -4.49 5.15 -1.80
H: -2.76 5.33 -1.19
H: -1.16 0.22 -1.84
H: -2.71 0.07 -0.83
H: -2.66 0.06 -2.60
H: -1.22 3.67 -1.39
H: -0.46 2.12 -1.01
H: -1.97 2.64 -0.13
C: 5.36 -3.01 3.11
Br: 6.88 -4.27 3.34
Br: 4.07 -3.61 1.78
Br: 6.09 -1.27 2.50
H: 4.82 -2.77 4.03
C: 1.50 -10.21 3.45
Br: 3.07 -10.40 4.69
Br: -0.19 -10.56 4.52
Br: 1.47 -11.49 1.95
H: 1.57 -9.20 3.05
C: 9.73 -6.26 -2.12
Br: 8.30 -5.01 -2.81
Br: 11.40 -6.16 -3.23
Br: 8.97 -8.07 -2.06
H: 10.04 -6.08 -1.09
C: 3.35 1.85 7.47
Br: 4.27 0.51 8.66
Br: 2.60 3.40 8.48
Br: 1.95 1.00 6.35
H: 4.09 2.25 6.79

Computed properties:
Gap between HOMO and LUMO   7.7 eV
Calculated total energy   -31863.17565 Ha
Energy relative to the best compared isomer or geometry (same formula, charge and spin)   0.052 eV
Net charge   0

---

Entry 5:
This record from OMol25 describes C10H22BrCaCl3N6O2 as an isolated structure at a distorted geometry. The level of theory is wB97M-V/def2-TZVPD.

CARTESIAN COORDINATES (ANGSTROEM)
Ca: -1.10 0.57 0.25
N: 1.00 -0.66 -3.37
C: 0.92 -1.15 -1.96
C: 0.13 -2.46 -1.92
C: -0.20 -2.81 -0.47
N: -1.25 -1.90 0.02
C: 1.05 -2.77 0.41
C: 1.90 -1.50 0.25
N: 1.18 -0.33 0.80
C: 2.24 -1.29 -1.24
H: 0.04 -0.35 -3.62
H: 1.32 -1.38 -4.02
H: 1.61 0.16 -3.44
H: 0.36 -0.39 -1.43
H: 0.73 -3.26 -2.36
H: -0.79 -2.36 -2.49
H: -0.57 -3.84 -0.46
H: -1.51 -2.19 0.97
H: -2.09 -2.05 -0.54
H: 1.68 -3.62 0.14
H: 0.78 -2.90 1.46
H: 2.84 -1.65 0.79
H: 1.82 0.45 0.89
H: 0.90 -0.55 1.75
H: 2.81 -2.15 -1.59
H: 2.85 -0.39 -1.36
C: -2.27 0.21 4.88
O: -2.64 1.34 4.07
C: -2.25 1.36 2.82
O: -1.58 0.47 2.27
N: -2.67 2.47 2.18
N: -2.35 2.65 0.83
H: -2.71 0.39 5.85
H: -1.19 0.14 4.96
H: -2.67 -0.71 4.45
H: -3.21 3.15 2.69
H: -1.83 3.52 0.70
H: -3.20 2.72 0.27
Cl: 2.62 2.89 -3.47
C: 2.16 3.93 -2.09
Cl: 3.61 4.49 -1.25
Cl: 1.20 5.30 -2.67
C: 1.35 3.13 -1.18
N: 0.72 2.53 -0.43
Br: -1.74 0.81 -2.32

Computed properties:
Gap between HOMO and LUMO   9.9 eV
Calculated total energy   -5505.11770 Ha
Energy relative to the best compared isomer or geometry (same formula, charge and spin)   0.133 eV
Net charge   +2

---

Entry 6:
This record from OMol25 describes C10H22Cl2NO5Ti as an isolated structure at a distorted geometry. The level of theory is wB97M-V/def2-TZVPD.

CARTESIAN COORDINATES (ANGSTROEM)
Ti: -0.22 -0.28 -0.07
C: -0.81 2.89 0.09
O: 0.15 1.90 -0.36
C: 1.48 2.28 0.05
C: 2.42 1.16 -0.31
O: 1.97 -0.11 0.21
C: 2.38 -0.41 1.57
C: 1.41 0.10 2.62
O: 0.07 0.07 2.11
C: -0.93 0.09 3.15
H: -0.61 3.82 -0.43
H: -1.80 2.50 -0.15
H: -0.71 3.02 1.16
H: 1.78 3.19 -0.47
H: 1.47 2.48 1.12
H: 2.48 1.04 -1.39
H: 3.41 1.39 0.07
H: 2.45 -1.50 1.60
H: 3.37 0.00 1.73
H: 1.48 -0.55 3.49
H: 1.64 1.12 2.94
H: -0.80 -0.78 3.78
H: -0.83 1.00 3.74
H: -1.89 0.06 2.65
N: 0.02 -0.32 -2.32
C: -1.26 -0.62 -3.06
C: -2.43 -0.08 -2.26
C: -2.44 -0.76 -0.91
O: -2.68 -1.96 -0.86
O: -2.14 -0.02 0.17
H: 0.29 0.63 -2.57
H: 0.75 -0.93 -2.67
H: -1.34 -1.70 -3.14
H: -1.22 -0.20 -4.07
H: -3.36 -0.33 -2.77
H: -2.36 1.01 -2.16
Cl: -0.06 -2.62 0.73
C: -0.34 -3.98 -0.46
Cl: 0.67 -3.85 -1.90
H: -1.38 -3.89 -0.73
H: -0.08 -4.88 0.08

Computed properties:
⟨S²⟩   2.00
Gap between HOMO and LUMO (alpha / beta)   7.2 / 10.0 eV
Spin multiplicity   3
Calculated total energy   -2594.86461 Ha
Energy relative to the best compared isomer or geometry (same formula, charge and spin)   0.780 eV
Net charge   +1

---

Entry 7:
This record from OMol25 describes C10H22FO8S2Tl as an isolated structure at a distorted geometry. The level of theory is wB97M-V/def2-TZVPD.

CARTESIAN COORDINATES (ANGSTROEM)
Tl: 5.83 0.48 -0.88
F: 1.99 1.49 -0.58
O: 3.57 -0.06 -5.20
C: 2.59 -0.08 -6.03
O: 2.73 0.15 -7.35
C: 1.53 -0.13 -8.00
C: 0.47 0.10 -6.98
C: 1.12 -0.43 -5.72
H: 1.57 -1.13 -8.43
H: 1.38 0.59 -8.81
H: -0.39 -0.55 -7.16
H: 0.12 1.13 -6.99
H: 0.96 -1.50 -5.67
H: 0.82 0.06 -4.80
O: 3.67 0.45 3.51
S: 3.72 0.51 5.01
O: 4.44 1.51 5.82
O: 2.15 0.52 5.49
C: 1.21 -0.05 4.58
C: -0.13 0.33 5.24
C: 4.21 -1.12 5.76
H: 1.44 -1.10 4.40
H: 1.32 0.49 3.64
H: -1.01 -0.02 4.70
H: -0.17 1.42 5.26
H: -0.31 0.01 6.27
H: 3.42 -1.38 6.46
H: 5.20 -0.91 6.15
H: 4.34 -1.91 5.03
O: -3.86 -2.71 0.50
S: -3.93 -1.42 -0.17
O: -4.92 -1.09 -1.19
O: -3.90 -0.16 0.98
C: -4.39 1.09 0.62
C: -4.84 1.82 1.87
C: -2.31 -1.24 -0.89
H: -5.21 1.02 -0.09
H: -3.65 1.67 0.09
H: -4.05 1.71 2.61
H: -5.61 1.18 2.29
H: -5.10 2.87 1.76
H: -2.45 -0.49 -1.66
H: -1.97 -2.15 -1.38
H: -1.62 -0.98 -0.09

Computed properties:
Gap between HOMO and LUMO   1.8 eV
Calculated total energy   -2063.85182 Ha
Energy relative to the best compared isomer or geometry (same formula, charge and spin)   3.462 eV
Net charge   +2

---

Entry 8:
This record from OMol25 describes one molecule with the formula C10H22O3. The level of theory is wB97M-V/def2-TZVPD.

CARTESIAN COORDINATES (ANGSTROEM)
C: 2.04 -1.49 3.31
C: 0.91 -0.75 2.60
C: 1.12 -0.73 1.09
C: 0.04 0.05 0.32
O: 0.15 1.38 0.71
C: -0.93 2.28 0.41
C: -1.03 2.70 -1.05
O: 0.14 -0.10 -1.07
C: 1.36 0.28 -1.66
C: 1.16 0.48 -3.15
O: -1.25 -0.40 0.65
C: -1.70 -1.63 0.08
C: -2.67 -1.38 -1.06
H: 2.11 -2.51 2.95
H: 1.89 -1.52 4.39
H: 3.03 -1.01 3.15
H: 0.84 0.29 2.95
H: -0.05 -1.23 2.86
H: 2.08 -0.24 0.89
H: 1.17 -1.76 0.71
H: -1.86 1.82 0.73
H: -0.74 3.13 1.08
H: -1.22 1.83 -1.69
H: -0.11 3.24 -1.38
H: -1.88 3.40 -1.17
H: 2.14 -0.49 -1.47
H: 1.67 1.22 -1.19
H: 0.49 1.32 -3.34
H: 0.75 -0.43 -3.59
H: 2.13 0.67 -3.61
H: -2.18 -2.21 0.88
H: -0.86 -2.23 -0.27
H: -3.54 -0.81 -0.71
H: -3.05 -2.32 -1.49
H: -2.13 -0.83 -1.85

Computed properties:
Gap between HOMO and LUMO   10.8 eV
Calculated total energy   -619.92662 Ha
Energy relative to the best compared isomer or geometry (same formula, charge and spin)   0.000 eV
Net charge   0